{"formula": "C38H32AgN7O2", "method": "the ωB97M-V functional and the def2-TZVPD basis", "homo_energy_ev": 0.1, "charge": -2, "energy_ev": -58445.410, "elements": ["Ag", "N", "C", "N", "C", "N", "N", "C", "N", "C", "C", "C", "C", "C", "N", "H", "H", "H", "H", "H", "H", "H", "H", "C", "C", "C", "C", "C", "C", "N", "C", "C", "C", "C", "C", "C", "C", "O", "O", "C", "C", "H", "H", "H", "H", "H", "H", "H", "H", "H", "H", "H", "H", "H", "H", "C", "C", "C", "C", "C", "C", "C", "C", "C", "C", "C", "C", "C", "C", "C", "H", "H", "H", "H", "H", "H", "H", "H", "H", "H"], "xyz": [[-1.97710, 0.79719, -1.63267], [-2.12122, -0.20458, 1.75428], [-3.30744, -0.51778, 1.22747], [-4.31455, -0.87216, 2.04725], [-5.43772, -1.18516, 1.41272], [-6.46664, -1.66120, 2.19827], [-5.66928, -1.09266, 0.10749], [-4.60895, -0.70362, -0.61514], [-3.40740, -0.47987, -0.11454], [-4.80348, -0.47644, -2.05253], [-5.84644, -1.10159, -2.73823], [-6.01541, -0.85467, -4.08318], [-5.12234, 0.00136, -4.72070], [-4.11783, 0.58382, -3.96902], [-3.96403, 0.37602, -2.66537], [-2.08605, 0.00098, 2.73960], [-1.45909, 0.29273, 1.13789], [-6.38485, -1.40133, 3.16693], [-7.37856, -1.54696, 1.78830], [-6.48685, -1.77856, -2.19114], [-6.81696, -1.32332, -4.64032], [-5.20409, 0.20433, -5.77948], [-3.39759, 1.24941, -4.42831], [4.04383, 0.41720, 1.53492], [4.13553, -0.27517, 0.20104], [5.38477, -0.45776, -0.37879], [5.49980, -1.00670, -1.64592], [4.36523, -1.41223, -2.31817], [3.09623, -1.28487, -1.73760], [2.02826, -1.72025, -2.53060], [0.78852, -2.22212, -2.16265], [0.66124, -3.21835, -1.19053], [-0.57505, -3.77787, -0.91277], [-1.71021, -3.35076, -1.58502], [-1.59331, -2.35473, -2.54736], [-0.36349, -1.79645, -2.85689], [-0.27376, -0.69572, -3.91528], [0.68415, -0.75195, -4.72154], [-1.14872, 0.19626, -3.83577], [2.97302, -0.67702, -0.46969], [1.62563, -0.37550, 0.13007], [5.03823, 0.55103, 1.96219], [3.43172, -0.14886, 2.23999], [3.59254, 1.40608, 1.41483], [6.27222, -0.12935, 0.15085], [6.47406, -1.12178, -2.10782], [4.42932, -1.83983, -3.31213], [1.99522, -1.35065, -3.48465], [1.54875, -3.56156, -0.67126], [-0.65483, -4.56006, -0.16567], [-2.67978, -3.78203, -1.36286], [-2.46960, -2.00130, -3.07882], [1.25151, -1.21725, 0.72191], [0.89028, -0.17370, -0.64581], [1.66278, 0.50580, 0.76973], [-0.68581, 1.74647, -0.26713], [0.16246, 1.91651, 0.60668], [1.12114, 2.08775, 1.64830], [0.64621, 2.09650, 3.00008], [1.44702, 1.77530, 4.13055], [0.93351, 1.76978, 5.41321], [-0.40444, 2.07163, 5.66164], [-1.22421, 2.35145, 4.56786], [-0.72433, 2.35953, 3.28115], [2.51114, 2.19816, 1.26394], [2.93372, 1.77201, -0.02099], [4.25458, 1.83430, -0.41414], [5.23369, 2.34387, 0.43780], [4.83736, 2.83164, 1.67777], [3.51382, 2.77408, 2.08137], [2.47741, 1.48212, 3.97873], [1.58971, 1.52459, 6.24395], [-0.79659, 2.07330, 6.67270], [-2.27298, 2.58334, 4.73370], [-1.37594, 2.58692, 2.44515], [2.18554, 1.37895, -0.69793], [4.53495, 1.47113, -1.39749], [6.27424, 2.38270, 0.13405], [5.57702, 3.26665, 2.34492], [3.24051, 3.20284, 3.03663]], "forces_ev_per_a": [[0.8075, 0.6617, 0.1520], [-0.3663, 0.0438, -0.3839], [0.6104, -0.0552, 0.5798], [-0.2590, -0.0600, -0.2284], [0.3027, 0.0214, 0.5002], [-0.0323, 0.0892, -0.1420], [-0.2949, 0.0174, -0.6205], [0.4720, -0.1074, 1.5289], [-0.7293, -0.1524, -0.6538], [-0.1793, 0.2574, -1.1406], [0.1025, -0.0844, 0.4323], [0.2390, 0.1863, -0.2969], [-0.2963, -0.2375, 0.1629], [0.1536, 0.2710, -0.2123], [-0.5181, -0.5797, 0.2102], [0.0790, -0.0550, 0.0388], [0.0416, 0.0279, 0.1004], [0.0116, -0.0276, 0.0283], [-0.0079, -0.0211, 0.0018], [-0.0401, 0.0377, 0.0005], [-0.0020, -0.0488, 0.0300], [0.0444, 0.0514, 0.0015], [0.0786, -0.0778, 0.0592], [2.0521, -4.9814, 1.2300], [0.3231, -2.0539, 1.3601], [0.3283, -1.0785, -0.0041], [0.0903, 0.0359, 0.1567], [-0.0804, 0.0097, -0.1786], [0.3427, 0.0932, 0.4695], [-0.3023, 0.2464, -0.5476], [-0.0434, -0.1540, 0.0055], [0.0185, 0.0582, 0.0429], [-0.0029, 0.0099, 0.1063], [-0.1306, 0.0164, -0.0955], [0.0699, -0.1983, 0.0706], [0.1722, 0.1071, -0.1092], [0.5830, -0.0496, 0.2275], [-0.2909, -0.0968, 0.0375], [-0.4814, 0.0879, -0.3950], [-0.1950, -1.4010, -0.2728], [0.2249, -1.5422, -0.0122], [-0.1111, -0.7473, 0.2160], [-0.2038, -0.1742, 0.1008], [2.6365, -5.3301, 1.5198], [-0.0708, 0.0356, 0.0264], [0.0238, -0.0043, -0.0170], [0.0131, -0.0544, 0.0080], [-0.0125, 0.0486, 0.2280], [0.0093, 0.0581, 0.0113], [0.0293, 0.0288, 0.0271], [0.0051, -0.0076, 0.0257], [0.0122, 0.0480, -0.0062], [-0.0526, -0.1369, 0.0308], [0.0544, -0.0817, 0.0463], [-0.2627, -1.7251, -0.0435], [0.0856, 0.0287, 0.1700], [-0.7880, 0.6910, -0.0874], [0.4142, 0.4304, 0.1411], [-0.0090, 0.0002, 0.1261], [-0.0506, 0.0240, -0.0598], [-0.0665, 0.0856, 0.0277], [-0.0113, -0.0330, 0.0847], [0.0500, 0.0017, 0.1210], [0.0578, 0.0075, -0.0363], [-3.1030, 3.6984, -0.8941], [-1.2914, 4.2666, -2.9971], [-0.2705, 2.6888, -1.3506], [-0.0099, 0.8632, -0.3643], [-0.1560, 1.4252, 0.0514], [0.1831, 3.3079, 0.8853], [-0.0121, 0.0183, 0.0251], [-0.0047, -0.0435, -0.0311], [-0.0047, -0.0034, -0.0279], [0.0054, -0.0160, -0.0438], [0.0270, 0.0003, -0.0021], [0.3770, 1.0472, -0.1385], [-0.2405, 0.3876, 0.0107], [-0.0254, -0.0954, 0.0263], [-0.0764, 0.0237, 0.0181], [-0.0456, -0.0301, -0.0677]], "mulliken_charge": [-0.1486, -0.0675, 0.2657, -0.6764, 0.3508, -0.4563, -0.6374, 0.4025, 0.3503, 0.1595, -0.6148, -0.3571, -0.6946, -0.1007, -0.1592, 0.3461, -0.2027, 0.2771, 0.2671, 0.4362, 0.3949, 0.3990, 0.4248, -0.4345, 0.3361, -0.2890, -1.2606, -0.4182, -0.5690, -0.1358, -0.1664, -0.3986, -0.6861, -0.5246, -0.1915, 0.4234, 0.1581, -0.8684, -0.5331, 1.1337, 0.0300, 0.3327, 0.3811, -0.5542, 0.3892, 0.3165, 0.4788, 0.5524, 0.4545, 0.3496, 0.3493, 0.5015, 0.3562, -0.0576, -0.4066, 0.1426, -0.6875, 0.2138, 1.1630, -0.5010, -0.8973, -0.5459, -0.5751, -0.7110, 1.2183, -2.1427, 0.6911, -1.2529, -0.6947, -1.4169, 0.3077, 0.3602, 0.3449, 0.3609, 0.4386, 0.8003, 0.9656, 0.3535, 0.3838, 0.6733]}

---

{"formula": "C4H12NO3", "method": "the ωB97M-V functional and the def2-TZVPD basis", "homo_energy_ev": -3.2, "charge": -1, "energy_ev": -11973.537, "elements": ["C", "N", "C", "C", "O", "C", "O", "H", "H", "H", "H", "H", "H", "H", "H", "H", "H", "H", "H", "O"], "xyz": [[-1.04770, 1.27450, -1.07004], [0.00033, 0.30238, -1.22699], [0.37379, -0.56917, -0.09878], [0.03301, -0.14852, 1.34985], [-0.26554, -1.15838, 2.25407], [-0.22803, -2.02585, -0.28281], [-0.38449, -2.77315, 0.86065], [-1.05284, 2.13366, -1.75399], [-2.00961, 0.77807, -1.28374], [-1.02193, 1.76593, -0.10610], [-0.11527, -0.30369, -2.02993], [1.46460, -0.64163, -0.15430], [0.85045, 0.48507, 1.78456], [-0.83200, 0.53557, 1.39026], [-0.36747, -2.00187, 1.69095], [-1.18895, -1.74631, -0.81383], [0.35210, -2.66230, -0.96252], [1.08439, 2.05589, 0.05329], [2.45362, 2.18469, 0.55225], [1.90151, 2.51510, -0.15284]], "forces_ev_per_a": [[-1.0979, -0.3937, -0.8474], [0.9304, 0.4419, 0.4076], [0.5555, -1.5548, 0.5483], [-0.5884, 1.3523, 1.1329], [0.9102, 4.2670, 2.9171], [-0.7544, 0.0526, 0.1522], [-0.2045, -2.6621, -3.2410], [0.7136, -0.2876, -0.4280], [-0.3356, 0.4319, 0.7367], [-0.2266, -0.3701, 0.3526], [-0.2429, 0.2967, -0.0211], [0.0637, -0.1287, 0.1055], [0.0202, -0.1874, -0.4101], [-0.0169, 0.1345, -0.5014], [-0.2643, -1.4105, -0.3199], [0.0424, -0.5821, 0.1827], [0.2937, 0.5270, -0.7331], [-0.3420, -0.2088, -0.4379], [0.5246, -0.0464, 0.2502], [0.0193, 0.3283, 0.1541]], "mulliken_charge": [-1.0007, -0.3110, 0.1415, -0.2190, -0.7650, -0.5125, -0.8099, 0.2612, 0.3365, 0.3498, 0.3099, 0.1410, 0.1078, 0.0480, 0.5128, 0.1359, 0.2555, 0.3589, 0.3292, -0.6698]}

---

{"formula": "C5H11N3O", "method": "the ωB97M-V functional and the def2-TZVPD basis", "homo_energy_ev": -7.3, "energy_ev": -11878.489, "smiles": "[H]/N=C(N)/C(C)=C(\\N)CO", "elements": ["C", "C", "C", "C", "C", "N", "N", "O", "N", "H", "H", "H", "H", "H", "H", "H", "H", "H", "H", "H"], "xyz": [[-1.66710, 0.99295, -0.58980], [-0.71066, -1.50422, 0.48789], [1.49644, -0.37719, -0.13493], [-0.45460, 0.99007, 0.63791], [0.07397, -0.23232, 0.26056], [1.85342, -1.56887, -0.73105], [0.30041, 2.11096, 0.69961], [-2.79933, 0.21932, -0.40480], [2.36321, 0.51570, 0.19497], [-3.02232, 0.26973, 0.53731], [2.83249, -1.76953, -0.84909], [1.22399, -2.34611, -0.77530], [1.30843, 2.00042, 0.57912], [-0.13085, 3.01634, 0.62677], [3.30136, 0.29407, -0.11626], [-1.33734, 0.84458, -1.61978], [-1.90269, 2.06005, -0.48882], [-0.08518, -2.26396, 0.96180], [-1.10596, -1.91904, -0.44748], [-1.53772, -1.33296, 1.17136]], "forces_ev_per_a": [[-0.3775, 2.5315, 2.1298], [-0.2038, 0.0915, -0.6767], [-0.0271, -0.8079, 1.5498], [-0.4896, -1.4995, -4.0135], [1.6647, -0.4180, 1.4406], [0.0264, 0.1745, -0.3895], [-0.3051, 0.2755, 0.1533], [-0.1703, -0.4461, 0.5827], [-0.0731, 0.5990, -0.2786], [-0.1058, 0.0166, -0.3826], [-0.1308, 0.0193, 0.0128], [-0.1009, 0.0280, -0.0006], [-0.0356, 0.0132, 0.0609], [-0.0270, -0.0840, 0.0159], [0.1276, -0.1262, -0.1308], [0.5922, -0.3434, 0.4140], [-0.3550, 0.0818, -0.4610], [0.0820, 0.0753, 0.0031], [-0.0802, -0.1611, 0.1058], [-0.0109, -0.0199, -0.1354]], "mulliken_charge": [-0.6520, -1.7531, 0.4483, 0.0681, 0.7494, -0.4188, -0.4447, -0.4992, -0.7101, 0.3709, 0.1808, 0.2095, 0.2329, 0.1755, 0.1812, 0.3075, 0.3172, 0.5656, 0.3215, 0.3495]}